(1)
{
  "formula": "C3H2N2O",
  "method": "wB97M-V/def2-TZVPD",
  "elements": ["C", "N", "C", "O", "C", "N", "H", "H"],
  "coordinates": [[0.304, 0.115, 0.055], [0.642, 0.997, -0.763], [0.226, 2.484, -0.472], [0.742, 2.785, 0.561], [-0.651, 3.625, -1.217], [-1.460, 4.337, -1.611], [-0.507, 0.341, 0.755], [0.794, -0.965, 0.155]],
  "forces_ev_per_angstrom": [[-0.5, -1.4, 1.0], [-0.3, 2.4, -2.2], [0.4, -1.4, 1.3], [-0.5, 1.5, -0.3], [1.4, -3.4, 0.7], [0.2, 0.2, 0.0], [0.2, -0.4, 0.3], [-0.9, 2.5, -0.7]],
  "relative_energy_kcal_mol": 46.2,
  "homo_lumo_gap_ev": 10.23,
  "smiles": "C=NC(=O)C#N",
  "charge": 0,
  "spin_multiplicity": 1
}

---

(2)
{
  "formula": "C27H34ClF15N2O10P",
  "method": "wB97M-V/def2-TZVPD",
  "elements": ["C", "C", "O", "C", "C", "C", "C", "C", "C", "F", "F", "F", "N", "C", "Cl", "C", "C", "C", "C", "F", "F", "F", "C", "C", "O", "O", "P", "N", "O", "H", "H", "H", "H", "H", "H", "H", "H", "H", "H", "H", "H", "H", "H", "H", "H", "H", "H", "H", "C", "C", "O", "C", "O", "C", "F", "F", "F", "H", "H", "H", "H", "H", "C", "C", "O", "C", "O", "C", "F", "F", "F", "H", "H", "H", "H", "H", "C", "C", "O", "C", "O", "C", "F", "F", "F", "H", "H", "H", "H", "H"],
  "coordinates": [[4.409, -1.086, 0.549], [3.177, -1.978, 0.458], [3.349, -3.204, 1.151], [2.712, -2.247, -0.998], [1.206, -2.202, -1.105], [0.485, -3.389, -1.353], [1.077, -4.746, -1.603], [0.218, -5.909, -1.036], [1.101, -6.966, -0.430], [1.633, -6.535, 0.717], [0.407, -8.071, -0.173], [2.112, -7.284, -1.245], [-0.859, -3.317, -1.396], [-1.569, -2.201, -1.160], [-3.246, -2.414, -1.298], [-0.926, -0.987, -0.868], [-1.726, 0.259, -0.579], [-1.741, 0.688, 0.900], [-2.938, 0.226, 1.713], [-2.554, -0.254, 2.905], [-3.796, 1.223, 1.944], [-3.643, -0.758, 1.120], [0.481, -1.002, -0.899], [1.246, 0.283, -0.661], [1.012, 0.980, 0.251], [2.243, 0.568, -1.521], [1.833, 1.223, -3.082], [2.642, 0.126, -4.113], [0.320, 0.644, -3.297], [5.073, -1.207, -0.302], [4.920, -1.320, 1.476], [4.108, -0.044, 0.602], [2.367, -1.489, 0.995], [3.871, -3.806, 0.612], [3.089, -3.227, -1.258], [3.172, -1.554, -1.683], [2.045, -4.817, -1.141], [1.173, -4.872, -2.679], [-0.379, -6.363, -1.819], [-0.433, -5.532, -0.253], [-1.379, -4.159, -1.608], [-2.721, 0.176, -0.994], [-1.246, 1.055, -1.135], [-0.865, 0.294, 1.393], [-1.687, 1.767, 0.994], [2.302, -0.831, -4.013], [3.614, 0.092, -3.808], [0.281, -0.008, -4.008], [-1.120, 7.101, 1.981], [-2.112, 6.780, 0.887], [-1.472, 6.092, -0.218], [-1.292, 4.800, -0.074], [-1.597, 4.110, 0.857], [-0.648, 4.221, -1.346], [0.369, 4.955, -1.787], [-1.557, 4.123, -2.324], [-0.193, 2.985, -1.086], [-0.286, 7.673, 1.581], [-1.604, 7.687, 2.760], [-0.719, 6.193, 2.431], [-2.520, 7.690, 0.455], [-2.943, 6.180, 1.255], [4.596, 10.111, 0.554], [3.861, 11.429, 0.660], [2.447, 11.225, 0.867], [2.074, 10.969, 2.110], [2.773, 10.883, 3.074], [0.542, 10.828, 2.165], [0.083, 10.060, 1.165], [-0.033, 12.031, 2.063], [0.162, 10.278, 3.314], [4.159, 9.494, -0.232], [5.645, 10.288, 0.319], [4.541, 9.555, 1.489], [3.934, 11.989, -0.269], [4.261, 12.050, 1.460], [-2.114, -9.632, 1.302], [-2.854, -10.008, 0.037], [-4.191, -10.457, 0.324], [-5.086, -9.499, 0.505], [-4.895, -8.319, 0.446], [-6.470, -10.122, 0.767], [-6.388, -11.124, 1.643], [-6.966, -10.600, -0.381], [-7.305, -9.206, 1.241], [-2.107, -10.467, 2.002], [-1.088, -9.365, 1.069], [-2.589, -8.786, 1.799], [-2.367, -10.843, -0.460], [-2.897, -9.177, -0.667]],
  "forces_ev_per_angstrom": [[-0.3, 0.0, 0.0], [0.2, 0.1, -0.1], [-0.3, -0.2, -0.1], [-0.3, 0.0, 0.5], [-0.4, -0.6, -0.3], [0.5, 0.9, 0.3], [-0.6, -0.3, 0.3], [0.2, 0.7, -0.4], [-0.2, 0.1, 0.1], [0.2, 0.1, 0.2], [-0.1, -0.3, 0.0], [0.2, -0.1, -0.2], [0.3, 0.3, 0.0], [0.3, 0.6, 0.1], [-0.1, 0.1, 0.0], [-0.5, -0.6, 0.0], [0.4, 0.3, -0.1], [-0.2, -0.5, 0.1], [0.1, 0.2, 0.0], [0.1, 0.0, 0.2], [-0.2, 0.2, 0.0], [-0.1, -0.2, -0.2], [0.0, -1.0, -0.2], [0.5, -0.6, -0.9], [-0.4, 0.9, 1.8], [-0.7, -0.3, -0.8], [0.6, 0.2, -0.4], [0.0, 0.0, 0.9], [0.0, -0.1, 0.1], [0.2, -0.1, 0.0], [0.2, 0.0, 0.1], [0.0, 0.2, -0.1], [-0.1, 0.1, 0.2], [0.2, 0.0, 0.1], [0.0, -0.2, -0.2], [0.0, 0.3, -0.1], [0.3, 0.2, 0.0], [0.3, -0.1, -0.1], [-0.1, -0.2, 0.0], [-0.1, -0.2, 0.2], [-0.1, 0.0, 0.0], [-0.2, -0.1, 0.0], [0.0, 0.1, -0.1], [0.2, 0.0, 0.2], [0.0, 0.2, -0.1], [0.0, 0.0, -0.1], [0.2, 0.2, -0.5], [-0.2, 0.0, 0.0], [0.2, -0.2, -0.1], [-0.2, 0.4, 0.4], [0.0, -0.1, -0.1], [-0.1, 0.3, 0.1], [0.0, -0.1, 0.0], [0.1, -0.1, -0.1], [0.0, 0.0, 0.0], [0.0, 0.0, 0.0], [0.1, 0.1, -0.1], [0.0, 0.1, 0.0], [0.0, 0.0, 0.0], [-0.1, 0.0, 0.0], [0.1, 0.0, -0.2], [0.1, -0.1, -0.1], [-0.2, -0.1, 0.1], [0.4, 0.1, -0.1], [-0.1, 0.0, 0.0], [0.2, 0.1, -0.1], [-0.1, 0.0, 0.1], [-0.2, 0.0, 0.1], [0.0, 0.1, 0.0], [0.0, 0.0, 0.0], [0.0, 0.0, 0.0], [0.0, 0.0, -0.1], [0.0, 0.0, 0.0], [0.0, 0.1, 0.0], [-0.2, 0.0, 0.0], [-0.1, -0.1, 0.1], [-0.2, 0.0, 0.2], [0.5, 0.0, -0.1], [-0.1, 0.0, 0.0], [0.2, 0.0, -0.1], [-0.1, 0.1, 0.0], [-0.1, 0.0, 0.1], [0.0, 0.0, 0.0], [0.0, 0.0, 0.0], [0.0, 0.0, 0.0], [0.0, 0.0, 0.0], [0.1, 0.0, 0.0], [0.0, 0.0, -0.1], [-0.1, -0.1, 0.0], [-0.1, 0.0, 0.0]],
  "homo_lumo_gap_ev": 8.08,
  "charge": 1,
  "spin_multiplicity": 1
}

---

(3)
{
  "formula": "C36H90N6",
  "method": "wB97M-V/def2-TZVPD",
  "elements": ["C", "C", "N", "C", "C", "C", "C", "H", "H", "H", "H", "H", "H", "H", "H", "H", "H", "H", "H", "H", "H", "H", "C", "C", "N", "C", "C", "C", "C", "H", "H", "H", "H", "H", "H", "H", "H", "H", "H", "H", "H", "H", "H", "H", "C", "C", "N", "C", "C", "C", "C", "H", "H", "H", "H", "H", "H", "H", "H", "H", "H", "H", "H", "H", "H", "H", "C", "C", "N", "C", "C", "C", "C", "H", "H", "H", "H", "H", "H", "H", "H", "H", "H", "H", "H", "H", "H", "H", "C", "C", "N", "C", "C", "C", "C", "H", "H", "H", "H", "H", "H", "H", "H", "H", "H", "H", "H", "H", "H", "H", "C", "C", "N", "C", "C", "C", "C", "H", "H", "H", "H", "H", "H", "H", "H", "H", "H", "H", "H", "H", "H", "H"],
  "coordinates": [[-28.977, 37.183, -0.043], [-27.615, 37.780, -0.357], [-26.565, 37.283, 0.494], [-26.253, 35.870, 0.277], [-25.395, 35.297, 1.397], [-25.421, 38.148, 0.275], [-24.928, 38.393, -1.130], [-29.159, 36.373, -0.749], [-29.778, 37.917, -0.133], [-29.100, 36.772, 0.958], [-27.462, 37.564, -1.415], [-27.685, 38.849, -0.154], [-27.165, 35.278, 0.198], [-25.887, 35.832, -0.749], [-26.015, 35.017, 2.248], [-24.851, 34.419, 1.048], [-24.602, 36.009, 1.627], [-24.503, 37.781, 0.734], [-25.801, 39.044, 0.766], [-25.709, 38.681, -1.835], [-24.392, 37.568, -1.598], [-24.169, 39.164, -1.266], [-28.733, 35.537, 3.954], [-28.002, 36.177, 5.118], [-28.713, 37.312, 5.585], [-28.826, 37.405, 7.016], [-29.594, 36.205, 7.579], [-28.058, 38.548, 5.105], [-27.922, 38.712, 3.617], [-28.823, 36.321, 3.202], [-29.680, 35.062, 4.207], [-28.178, 34.727, 3.479], [-27.874, 35.321, 5.780], [-26.983, 36.366, 4.779], [-27.798, 37.452, 7.374], [-29.338, 38.279, 7.419], [-29.811, 36.414, 8.627], [-30.536, 36.050, 7.053], [-29.039, 35.272, 7.484], [-27.080, 38.605, 5.583], [-28.527, 39.510, 5.311], [-27.598, 39.699, 3.286], [-28.897, 38.526, 3.167], [-27.205, 38.013, 3.188], [-23.519, 34.191, -2.877], [-22.821, 33.656, -1.602], [-22.354, 32.247, -1.724], [-21.704, 31.844, -0.464], [-22.791, 31.532, 0.578], [-21.611, 31.794, -2.869], [-20.419, 32.646, -3.138], [-24.255, 34.950, -2.613], [-23.948, 33.336, -3.399], [-22.785, 34.706, -3.496], [-22.037, 34.405, -1.486], [-23.576, 33.735, -0.820], [-21.242, 30.861, -0.563], [-21.027, 32.607, -0.079], [-22.420, 31.075, 1.495], [-23.197, 32.494, 0.890], [-23.617, 30.910, 0.234], [-22.187, 31.884, -3.789], [-21.365, 30.733, -2.814], [-19.886, 32.276, -4.013], [-19.734, 32.526, -2.299], [-20.632, 33.697, -3.333], [-29.673, 29.708, -5.087], [-31.041, 30.107, -4.471], [-31.212, 31.470, -3.967], [-32.544, 31.521, -3.355], [-32.664, 30.911, -2.016], [-30.859, 32.648, -4.835], [-31.770, 32.826, -6.105], [-29.740, 28.652, -5.345], [-28.810, 29.841, -4.435], [-29.447, 30.334, -5.950], [-31.740, 29.990, -5.299], [-31.353, 29.400, -3.703], [-33.195, 30.972, -4.036], [-33.034, 32.495, -3.351], [-31.895, 31.253, -1.324], [-32.581, 29.824, -2.041], [-33.665, 30.963, -1.588], [-30.849, 33.461, -4.109], [-29.813, 32.485, -5.093], [-32.825, 32.918, -5.845], [-31.488, 33.727, -6.649], [-31.756, 31.896, -6.673], [-26.483, 25.595, -5.568], [-27.250, 26.907, -6.017], [-26.495, 27.664, -7.037], [-27.255, 28.789, -7.646], [-26.536, 29.407, -8.840], [-25.193, 27.989, -6.516], [-25.087, 28.976, -5.364], [-27.158, 24.873, -5.107], [-25.731, 25.931, -4.855], [-26.022, 25.105, -6.426], [-28.206, 26.685, -6.492], [-27.520, 27.487, -5.135], [-28.214, 28.346, -7.911], [-27.460, 29.530, -6.873], [-25.784, 30.138, -8.543], [-26.135, 28.730, -9.594], [-27.250, 30.031, -9.376], [-24.536, 28.390, -7.288], [-24.666, 27.099, -6.173], [-25.867, 28.801, -4.624], [-25.273, 30.005, -5.672], [-24.087, 28.919, -4.934], [-26.909, 32.969, -3.136], [-27.925, 32.087, -2.446], [-27.513, 31.516, -1.150], [-27.331, 32.476, -0.090], [-28.784, 32.796, 0.412], [-26.441, 30.551, -1.398], [-26.198, 29.651, -0.222], [-27.341, 33.297, -4.082], [-25.933, 32.493, -3.230], [-26.634, 33.887, -2.616], [-28.947, 32.455, -2.356], [-28.008, 31.240, -3.126], [-26.853, 32.036, 0.785], [-26.702, 33.306, -0.409], [-28.698, 33.642, 1.095], [-29.435, 33.124, -0.398], [-29.352, 32.018, 0.922], [-25.519, 30.999, -1.769], [-26.637, 29.941, -2.280], [-25.802, 30.163, 0.654], [-25.405, 29.038, -0.652], [-26.959, 28.901, -0.006]],
  "forces_ev_per_angstrom": [[-0.6, -0.5, 0.0], [-1.2, -0.2, 0.9], [0.3, -0.7, 0.0], [-0.8, 0.3, -0.3], [0.5, 0.0, -1.0], [0.7, 0.3, 0.5], [-0.1, 0.3, -1.8], [-0.4, -0.1, 0.1], [0.0, 0.0, -0.3], [0.4, 0.0, 0.1], [0.4, 0.4, -0.3], [0.2, 0.2, -0.4], [-0.3, 0.3, 0.3], [1.0, -0.6, -0.2], [0.2, 0.3, 0.1], [-0.2, -0.3, 0.0], [-0.2, 0.0, 0.5], [-0.4, 0.0, 0.9], [0.9, 0.6, -0.1], [-0.1, 0.0, 0.0], [-0.3, -0.6, 0.2], [-0.1, 0.4, 0.8], [0.2, 0.0, -1.1], [0.3, -2.3, -0.9], [-0.8, 2.6, -0.3], [-0.1, -1.3, 0.6], [0.3, 0.1, 0.1], [0.3, 0.6, -0.2], [0.2, -1.1, -1.0], [-0.6, -0.3, -0.2], [-0.2, 0.6, 0.2], [0.5, 0.0, 0.1], [-0.1, 0.6, 1.0], [0.3, 0.5, 0.1], [0.3, -0.1, 0.9], [0.0, 0.4, -0.8], [0.0, -0.3, 0.1], [0.0, 0.3, 0.0], [0.0, 0.0, 0.2], [0.5, 0.1, 0.1], [-0.8, -0.5, 1.2], [0.0, 0.2, 0.4], [0.0, 0.0, -0.2], [-0.1, -0.1, -0.2], [0.5, -0.5, 0.3], [-0.4, -0.2, -1.8], [-0.5, 0.1, 1.5], [-1.7, -1.2, 0.2], [-0.1, 1.1, 0.7], [-0.7, 1.2, -1.3], [1.7, -0.4, -0.1], [-0.2, -0.2, 0.0], [-0.3, 0.4, -0.2], [-0.1, -0.3, -0.3], [0.5, -0.2, 0.9], [0.5, -0.3, 0.3], [0.7, 0.3, -0.6], [0.3, -0.1, 0.1], [0.4, 0.0, -0.1], [-0.4, -0.1, 0.2], [0.2, 0.0, -0.4], [-0.7, -0.2, 0.1], [0.0, 0.1, 0.5], [0.1, 0.0, -0.1], [0.3, 0.5, 0.0], [-0.2, -0.1, 0.3], [-0.4, 0.6, 0.8], [0.7, 0.5, -1.1], [0.3, 0.5, 0.7], [-0.5, 0.3, -1.6], [0.1, -1.4, 1.3], [-0.8, -1.7, 0.5], [0.3, -0.2, 1.4], [0.1, 0.1, -0.3], [-0.2, -0.1, 0.4], [-0.2, -0.3, -0.3], [-0.5, -0.4, -0.3], [0.2, 0.1, 0.1], [-0.6, -0.3, -0.2], [0.7, 0.5, 0.0], [-0.2, 0.2, 0.1], [0.5, -0.2, -0.2], [0.0, 0.8, 0.0], [-0.3, 0.4, -0.5], [0.0, 0.1, -0.4], [0.0, 0.3, 0.3], [0.1, -0.3, -0.3], [0.5, 0.3, -0.5], [-0.8, 1.4, -0.4], [0.1, -0.9, -0.9], [-0.1, -0.4, 0.4], [0.9, -1.3, 0.6], [-0.6, 0.8, -0.1], [1.2, 0.6, -0.1], [-0.7, 0.5, 0.1], [0.0, 0.2, 0.2], [0.1, -0.5, 0.1], [0.1, 0.2, 0.0], [-0.1, -0.4, 0.0], [0.2, 0.2, 0.3], [-0.1, 0.1, -0.3], [-0.1, 0.5, -0.1], [0.3, -0.3, 0.2], [0.1, -0.3, 0.4], [-0.3, 0.0, -0.1], [-0.2, -0.1, -0.5], [-0.3, -0.3, -0.3], [0.3, -0.3, 0.4], [0.2, 0.1, -0.2], [-0.1, 0.1, 0.2], [0.1, 1.1, 0.3], [0.1, -0.9, 0.5], [0.4, -1.1, -1.7], [-1.8, -1.1, 0.5], [0.8, 1.5, -0.2], [-0.6, 0.6, 0.3], [1.3, -0.9, -0.8], [0.4, -0.2, -0.3], [-0.3, -0.4, -0.5], [-0.4, 0.2, 0.3], [0.2, 0.6, -0.2], [-0.3, -0.2, 0.2], [0.3, -0.3, -0.2], [-0.3, 0.5, 0.1], [-0.3, 0.2, 0.2], [0.1, 0.1, -0.1], [0.7, -0.4, 0.0], [0.7, 0.5, 0.6], [-0.9, -0.2, 0.1], [-0.2, -0.2, 0.1], [0.6, -0.3, 0.6], [-0.5, 0.6, 0.2]],
  "relative_energy_kcal_mol": 63.6,
  "homo_lumo_gap_ev": 8.61,
  "smiles": "CCN(CC)CC.CCN(CC)CC.CCN(CC)CC.CCN(CC)CC.CCN(CC)CC.CCN(CC)CC",
  "charge": 0,
  "spin_multiplicity": 1
}

---

For each record above, in turn, the calculated HOMO energy values are -10.599; -12.647; -7.929 eV.
For each record above, in turn, the calculated molecular weight values are 82.1; 898.0; 607.2 g mol⁻¹.